Entry from the Open Molecules 2025 dataset: C33H23N4O4P2Se2Ti as an isolated structure (ωB97M-V/def2-TZVPD).

Structure (XYZ):
```
69
Properties=species:S:1:pos:R:3:mulliken_spin:R:1
Se -4.226 -1.763 0.677 0.00
Se 3.088 0.322 -1.337 0.00
Ti 0.980 0.805 -3.232 1.90
P 1.473 0.272 0.050 0.05
P -2.227 -1.230 1.057 0.00
O -1.084 1.132 -3.534 0.00
O 3.830 0.691 -6.275 0.01
O 2.657 1.300 -4.448 0.01
O -2.881 0.309 -4.624 0.01
N -0.700 -1.697 -2.421 0.01
N 0.547 0.166 -5.226 -0.03
N -1.564 -1.858 -1.453 0.00
N 0.302 -0.936 -2.023 0.01
C -2.315 3.060 2.713 0.00
C 2.868 -1.503 1.625 0.00
C 1.403 -1.046 3.937 0.00
C -1.053 -0.541 -6.790 -0.02
C -2.136 2.009 3.602 0.00
C -2.067 0.706 3.132 0.00
C -1.448 -2.396 2.213 0.00
C 1.093 -0.359 2.773 0.00
C 1.822 -0.585 1.611 0.00
C 3.176 -2.190 2.790 0.00
C -0.023 -0.736 -7.703 0.03
C -0.719 -0.058 -5.534 0.04
C 1.287 -0.387 -7.382 -0.01
C 2.445 -1.961 3.947 0.00
C 0.085 -0.571 -0.729 -0.02
C 0.448 2.782 -0.494 -0.02
C -2.055 -2.660 3.440 0.00
C -1.684 0.465 -4.472 0.00
C 0.249 4.135 -0.287 -0.01
C -2.160 0.445 1.767 0.00
C -0.391 -4.328 3.919 0.00
C 1.455 2.587 1.671 -0.01
C 2.821 0.722 -5.590 0.01
C 1.536 0.092 -6.109 0.02
C -1.517 -3.607 4.296 0.00
C 1.246 3.943 1.883 0.00
C 1.044 1.989 0.484 -0.12
C 0.193 -4.098 2.683 0.00
C -2.353 1.503 0.882 0.00
C 0.642 4.720 0.909 0.00
C -0.329 -3.132 1.834 0.00
C -2.430 2.803 1.355 0.00
C -1.140 -1.160 -0.376 0.00
H -2.050 2.203 4.664 0.00
H 0.286 0.357 2.779 0.00
H -0.213 4.730 -1.065 0.00
H -2.090 -0.726 -7.032 0.00
H -0.248 -1.116 -8.693 0.00
H 1.060 -4.665 2.370 0.00
H 0.020 -5.080 4.582 0.00
H -1.921 -0.105 3.834 0.00
H -2.446 1.307 -0.182 0.00
H -2.365 4.079 3.077 0.00
H 3.446 -1.665 0.722 0.00
H -2.572 3.616 0.655 0.00
H 0.129 -2.960 0.869 0.00
H -2.975 -2.152 3.703 0.00
H -1.992 -3.803 5.250 0.00
H 0.135 2.369 -1.451 0.14
H 2.684 -2.501 4.855 0.00
H 0.820 -0.868 4.833 0.00
H 3.992 -2.902 2.793 0.00
H 1.961 2.009 2.432 0.00
H 2.094 -0.450 -8.099 0.00
H 1.571 4.389 2.815 0.00
H 0.487 5.778 1.076 0.00
```

Output
- Total charge: -1
- HOMO energy (spin up / spin down): -3.79 / -5.50 eV
- E: -221136.41870 eV
- Frontier orbital gap (spin up / spin down): 5.943 / 7.658 eV
- Multiplicity: 3